# C28H56MgO9

A molecular structure, C28H56MgO9 in a non-equilibrium geometry (ωB97M-V/def2-TZVPD, OMol25).

Each line ends with the Löwdin charge.
Atoms and positions in Å:
Mg: 3.832 2.505 -1.834  1.010
C: 1.428 -0.538 -0.184  -0.067
C: 2.312 -0.443 -1.545  -0.348
O: 3.218 0.641 -1.570  -0.413
H: 0.761 -1.391 -0.308  0.035
H: 0.867 0.370 0.034  0.040
H: 2.001 -0.816 0.701  0.040
H: 1.527 -0.266 -2.280  0.068
H: 2.808 -1.403 -1.685  0.087
C: 1.393 2.807 -3.422  -0.111
C: 2.194 4.064 -3.658  -0.497
O: 3.218 4.252 -2.776  -0.352
H: 2.043 1.954 -3.619  0.070
H: 0.564 2.909 -4.123  0.068
H: 0.886 2.819 -2.458  0.078
H: 1.644 5.005 -3.660  0.101
H: 2.480 3.999 -4.708  0.093
C: -2.090 -0.685 -4.580  -0.156
C: -1.306 0.476 -3.974  -0.169
C: -2.408 1.355 -3.430  -0.258
O: -3.437 1.175 -4.323  -0.162
C: -3.200 0.105 -5.328  -0.124
H: -2.659 -1.397 -3.983  0.089
H: -1.490 -1.278 -5.270  0.109
H: -0.625 1.013 -4.633  0.104
H: -0.679 0.147 -3.146  0.096
H: -2.137 2.396 -3.256  0.117
H: -2.754 0.963 -2.473  0.113
H: -2.875 0.564 -6.262  0.114
H: -4.165 -0.401 -5.325  0.115
C: -3.459 2.876 1.871  -0.149
C: -2.131 2.427 2.474  -0.154
C: -1.305 2.064 1.193  -0.218
O: -1.632 3.054 0.284  -0.140
C: -2.921 3.593 0.576  -0.181
H: -3.967 3.539 2.571  0.109
H: -3.986 1.931 1.734  0.111
H: -2.322 1.556 3.101  0.096
H: -1.646 3.257 2.989  0.109
H: -1.457 1.108 0.691  0.117
H: -0.234 2.049 1.393  0.094
H: -3.710 3.385 -0.147  0.104
H: -3.025 4.678 0.598  0.111
C: -2.193 -3.900 -2.754  -0.165
C: -1.238 -3.745 -1.620  -0.195
C: -1.579 -4.770 -0.602  -0.213
O: -2.658 -5.559 -1.114  -0.126
C: -2.704 -5.353 -2.512  -0.202
H: -1.705 -3.816 -3.725  0.112
H: -3.029 -3.212 -2.629  0.106
H: -1.197 -2.721 -1.248  0.113
H: -0.306 -4.133 -2.030  0.114
H: -1.863 -4.369 0.372  0.117
H: -0.756 -5.467 -0.443  0.112
H: -3.710 -5.515 -2.901  0.115
H: -2.129 -6.124 -3.024  0.113
C: 1.633 -0.970 4.310  -0.172
C: 0.322 -1.494 4.882  -0.140
C: -0.657 -0.309 4.569  -0.213
O: 0.106 0.899 4.518  -0.145
C: 1.392 0.504 3.993  -0.172
H: 2.014 -1.500 3.437  0.085
H: 2.408 -1.213 5.036  0.108
H: 0.429 -1.448 5.965  0.110
H: 0.088 -2.461 4.438  0.098
H: -1.430 -0.306 5.338  0.116
H: -1.153 -0.575 3.636  0.104
H: 2.070 1.193 4.498  0.119
H: 1.367 0.754 2.932  0.100
C: 1.008 -4.037 1.943  -0.185
C: 2.038 -3.861 0.825  -0.166
C: 2.897 -5.129 0.983  -0.180
O: 2.590 -5.549 2.330  -0.155
C: 1.836 -4.559 3.105  -0.170
H: 0.256 -4.811 1.791  0.104
H: 0.406 -3.152 2.146  0.096
H: 2.697 -3.019 1.038  0.102
H: 1.654 -3.862 -0.194  0.098
H: 3.956 -4.875 0.932  0.113
H: 2.606 -5.776 0.155  0.114
H: 2.382 -3.841 3.716  0.103
H: 1.262 -5.157 3.814  0.119
O: 2.733 2.997 -0.045  0.020
C: 2.123 3.722 0.765  -0.412
O: 2.274 3.451 2.062  0.068
C: 1.922 4.597 2.760  -0.152
C: 1.007 5.341 1.783  -0.153
C: 1.458 4.967 0.411  -0.061
H: 2.888 5.075 2.921  0.136
H: 1.309 4.584 3.661  0.136
H: 0.956 6.428 1.856  0.125
H: -0.025 5.068 2.007  0.109
H: 2.080 5.725 -0.067  0.150
H: 0.609 4.863 -0.266  0.142

As for the frontier orbital gap: 7.6806 eV. The calculation puts the largest force on an atom at 5.89 eV/Å.

=====

# C28H56N8O4

8 unconnected molecules or ions with the total composition C28H56N8O4 in a non-equilibrium geometry (ωB97M-V/def2-TZVPD, OMol25).

Each line ends with the Löwdin charge.
Atoms and positions in Å:
C: 2.314 1.832 -2.835  -0.048
N: 3.032 2.562 -3.921  -0.173
C: 2.141 3.097 -4.960  -0.065
C: 4.405 2.528 -4.030  -0.363
O: 5.190 1.952 -3.344  0.032
H: 1.536 2.451 -2.414  0.065
H: 3.005 1.397 -2.065  0.074
H: 1.910 0.927 -3.286  0.081
H: 2.624 3.830 -5.562  0.064
H: 1.809 2.322 -5.657  0.086
H: 1.238 3.568 -4.518  0.096
H: 4.696 3.137 -4.908  0.131
C: 1.793 2.880 3.364  -0.049
N: 1.741 1.624 4.112  -0.186
C: 2.846 0.711 3.839  -0.055
C: 0.507 1.128 4.516  -0.347
O: -0.530 1.715 4.477  0.043
H: 1.602 2.792 2.297  0.055
H: 2.797 3.323 3.533  0.099
H: 0.987 3.525 3.773  0.097
H: 3.825 1.175 4.087  0.101
H: 2.713 -0.128 4.480  0.070
H: 2.813 0.424 2.796  0.080
H: 0.642 0.118 4.972  0.137
C: -0.640 6.285 1.171  -0.022
N: -0.696 4.848 0.638  -0.145
C: -2.033 4.400 0.198  -0.029
C: 0.448 4.160 0.486  -0.354
O: 0.553 3.059 -0.046  0.004
H: -1.155 6.380 2.129  0.081
H: -1.027 7.036 0.489  0.075
H: 0.462 6.458 1.285  0.084
H: -2.486 5.217 -0.368  0.087
H: -2.012 3.470 -0.342  0.040
H: -2.720 4.244 0.998  0.077
H: 1.272 4.703 0.943  0.119
C: -4.650 -1.288 -0.895  -0.042
N: -4.051 0.009 -1.246  -0.165
C: -4.375 0.435 -2.609  -0.027
C: -3.133 0.591 -0.493  -0.388
O: -2.666 1.661 -0.732  0.011
H: -4.619 -1.987 -1.716  0.081
H: -5.645 -1.193 -0.518  0.081
H: -3.968 -1.792 -0.164  0.085
H: -4.320 1.549 -2.673  0.103
H: -3.673 -0.114 -3.257  0.102
H: -5.360 0.095 -2.868  0.074
H: -2.791 -0.011 0.350  0.113
C: 0.565 -1.512 1.386  -0.091
C: 0.122 -0.116 1.001  -0.241
C: -0.019 0.075 -0.491  -0.172
C: -0.588 -1.112 -1.201  -0.213
N: -0.979 -2.013 -1.805  0.159
H: 0.686 -1.670 2.441  0.054
H: 1.513 -1.760 0.925  0.063
H: -0.199 -2.258 1.003  0.075
H: 0.785 0.615 1.435  0.086
H: -0.802 0.167 1.470  0.081
H: 0.940 0.234 -0.992  0.090
H: -0.728 0.855 -0.745  0.075
C: 5.484 -3.592 -2.840  -0.134
C: 4.647 -2.705 -3.705  -0.300
C: 4.700 -1.236 -3.298  -0.174
C: 4.027 -1.017 -1.974  -0.222
N: 3.535 -0.811 -0.978  0.168
H: 6.604 -3.295 -2.942  0.108
H: 5.310 -4.617 -3.270  0.083
H: 5.111 -3.637 -1.776  0.087
H: 3.611 -3.006 -3.536  0.114
H: 4.915 -2.864 -4.735  0.105
H: 4.126 -0.638 -4.013  0.106
H: 5.712 -0.790 -3.252  0.124
C: -3.377 0.680 3.216  -0.120
C: -3.035 -0.141 4.431  -0.255
C: -1.907 -1.103 4.104  -0.201
C: -2.435 -2.241 3.386  -0.203
N: -2.682 -3.239 2.873  0.192
H: -2.570 1.337 2.898  0.067
H: -4.271 1.264 3.252  0.067
H: -3.571 -0.057 2.387  0.068
H: -3.932 -0.695 4.827  0.134
H: -2.744 0.696 5.101  0.107
H: -1.480 -1.466 5.043  0.131
H: -1.069 -0.692 3.593  0.059
C: -3.165 -4.829 -0.188  -0.126
C: -1.854 -5.103 0.599  -0.246
C: -0.711 -5.594 -0.403  -0.193
C: -1.093 -6.700 -1.226  -0.260
N: -1.205 -7.534 -2.014  0.139
H: -3.058 -4.145 -1.053  0.063
H: -3.884 -4.287 0.474  0.059
H: -3.559 -5.811 -0.405  0.059
H: -2.016 -5.979 1.351  0.137
H: -1.517 -4.184 1.026  0.024
H: 0.236 -5.839 0.101  0.122
H: -0.532 -4.733 -0.989  0.076

As for the frontier orbital gap: 9.8771 eV. The calculation puts the largest force on an atom at 3.57 eV/Å. Its SMILES is CN(C)C=O.CN(C)C=O.CN(C)C=O.CN(C)C=O.CCCC#N.CCCC#N.CCCC#N.CCCC#N.

=====

Number 1: LUMO level -0.437 eV, E_tot -53811.8698 eV. Number 2: LUMO level 0.525 eV, E_tot -50052.9835 eV.